{
  "formula": "C5H6O",
  "method": "wB97M-V/def2-TZVPD",
  "molar_mass_g_mol": 82.10,
  "smiles": "O=C1CC12CC2",
  "charge": 0,
  "gap_ev": 9.99,
  "multiplicity": 1,
  "homo_energy_ev": -9.01,
  "de_lowest_kj_mol": 298.7,
  "lumo_ev": 1.0,
  "symbols": ["O", "C", "C", "C", "C", "C", "H", "H", "H", "H", "H", "H"],
  "xyz": [[2.74228, 0.47924, -0.06124], [0.16269, 0.14596, 0.04806], [-0.93269, 0.70281, -0.70341], [-1.07251, 0.52051, 0.76658], [0.91841, -1.20487, 0.00953], [1.66813, 0.02954, 0.08848], [-1.63312, -0.38960, 1.08284], [1.07049, -1.74490, 1.00865], [-0.98074, 1.66861, -1.21451], [-1.19767, 1.43893, 1.28949], [-1.60444, 0.09137, -1.33368], [0.85917, -1.73758, -0.98080]],
  "lowdin_charge": [0.145, -0.320, -0.117, -0.076, -0.004, -0.352, 0.126, 0.146, 0.111, 0.094, 0.113, 0.134]
}